1.
C19H14ILuN4O2Se2Te2 as an isolated structure. Source: the Open Molecules 2025 dataset; level of theory: ωB97M-V/def2-TZVPD.

Cartesian coordinates (Å):
Lu  -0.432  -0.687  -0.238
O  -2.057  3.615  0.506
C  -1.681  2.406  0.597
N  -0.537  1.869  0.122
C  0.595  2.600  -0.050
C  0.838  3.905  0.466
C  2.102  4.489  0.454
C  3.107  3.817  -0.264
C  2.883  2.565  -0.786
C  1.669  1.876  -0.623
N  1.431  0.502  -0.982
C  2.434  -0.348  -1.306
O  3.625  -0.104  -1.333
C  2.077  -1.742  -1.703
C  3.144  -2.467  -2.246
C  2.890  -3.811  -2.553
C  1.602  -4.312  -2.485
C  0.652  -3.481  -1.949
N  0.864  -2.235  -1.493
C  -2.601  1.384  1.299
C  -3.658  1.816  2.029
C  -4.071  1.018  3.091
C  -3.699  -0.280  3.201
C  -2.641  -0.690  2.349
N  -2.147  0.132  1.439
H  0.000  4.392  0.989
H  2.278  5.453  1.010
H  4.158  4.208  -0.360
H  3.646  2.028  -1.324
H  4.067  -1.948  -2.337
H  3.666  -4.435  -2.834
H  1.229  -5.307  -2.625
H  -0.363  -3.906  -1.940
H  -4.044  2.805  1.941
H  -4.825  1.471  3.755
H  -4.088  -0.974  3.846
H  -2.186  -1.740  2.426
Se  1.685  -0.846  2.044
Te  0.694  -2.589  3.604
Te  -0.017  -4.580  1.893
Se  -1.693  -3.318  0.418
I  -2.854  -2.166  -2.997
C  -2.302  -0.453  -1.707
H  -3.165  -0.459  -1.082
H  -2.275  0.530  -2.265

Force components x, y, z for each atom (eV/Å):
Lu 0.1 1.3 1.2
O 0.3 -2.0 0.7
C -0.1 1.2 -1.6
N -2.3 -1.2 1.2
C 1.2 0.4 -0.1
C -0.5 -0.2 0.5
C 0.1 0.2 -0.2
C 1.2 1.0 0.5
C -0.4 -1.1 -0.4
C 0.3 -0.2 -0.2
N -0.3 -0.2 -0.2
C -1.0 1.7 0.5
O 1.7 0.5 -0.2
C 0.8 -0.2 -0.1
C -1.7 -1.5 0.1
C -0.5 1.4 0.2
C 0.0 0.9 0.9
C -1.6 -0.2 -0.1
N 0.0 -0.6 -0.9
C 1.4 0.4 -0.6
C -0.1 0.1 1.3
C -2.2 1.0 -0.1
C 2.6 0.4 -1.9
C -0.5 -1.1 0.5
N 1.1 -0.8 -0.1
H 0.5 -0.2 -0.4
H -0.1 -1.1 -0.8
H -1.2 -0.1 0.2
H 0.3 0.1 0.2
H 0.6 0.0 0.0
H 1.6 -1.1 -0.7
H 0.6 -0.5 -0.5
H 0.4 0.8 0.6
H 0.1 0.6 -0.2
H 0.2 -0.5 -0.2
H -0.9 -1.3 1.9
H -0.8 1.8 -0.3
Se -0.6 -0.5 0.0
Te 0.1 0.2 -0.2
Te -0.2 0.5 -0.3
Se 0.2 -0.3 0.4
I 0.2 0.7 -0.1
C 0.8 0.5 -0.7
H -0.8 0.2 0.5
H -0.3 -1.3 0.1

- HOMO-LUMO gap: 0.20324 Ha
- Charge: -2
- Energy relative to the best compared isomer or geometry (same formula, charge and spin): 0.000 eV
- E: -7974.32559 hartree
- Highest occupied orbital energy: -1.477 eV
- E_LUMO: 4.0534 eV

2.
An isolated molecule of C19H14N2O2S3. Source: the Open Molecules 2025 dataset; level of theory: ωB97M-V/def2-TZVPD.

Cartesian coordinates (Å):
C  3.402  -0.659  5.399
S  4.779  -0.005  4.254
C  3.774  0.955  3.027
C  3.804  2.374  3.019
C  3.142  3.022  1.951
C  2.432  2.381  1.033
C  2.330  0.973  1.093
C  3.075  0.341  2.044
N  1.581  0.209  0.197
S  0.662  -0.968  0.914
C  -1.028  -0.472  0.537
C  -1.387  0.868  0.628
C  -2.645  1.372  0.266
C  -3.580  0.367  -0.052
C  -3.295  -0.980  0.059
N  -4.252  -1.949  -0.280
O  -5.113  -1.527  -0.864
O  -4.102  -3.134  0.099
C  -1.982  -1.342  0.277
C  1.266  0.630  -1.068
C  1.125  -0.271  -2.126
C  0.762  0.158  -3.465
C  0.485  1.557  -3.618
C  0.529  2.420  -2.549
C  1.077  1.958  -1.347
S  1.294  3.214  -0.010
H  3.075  -0.021  6.237
H  2.531  -0.843  4.791
H  3.704  -1.680  5.825
H  4.416  2.940  3.706
H  3.344  4.054  1.851
H  3.211  -0.721  1.888
H  -0.603  1.550  0.840
H  -2.816  2.503  0.135
H  -4.476  0.832  -0.417
H  -1.898  -2.434  0.314
H  1.399  -1.250  -1.839
H  0.631  -0.645  -4.229
H  0.210  1.931  -4.605
H  0.304  3.462  -2.746

Force components x, y, z for each atom (eV/Å):
C 0.7 -1.1 0.2
S -1.9 0.3 0.2
C 1.4 2.0 2.1
C -0.2 -1.3 -1.1
C 2.5 0.7 2.6
C -2.5 -2.5 -1.6
C 0.7 2.0 -0.1
C 0.1 -2.2 -0.8
N 0.4 0.0 1.1
S -1.4 -1.8 0.1
C 2.0 2.4 1.2
C -0.2 1.2 -0.7
C 1.1 -0.8 -0.1
C -0.5 2.2 -0.1
C 2.6 2.5 0.4
N 4.9 -4.4 4.2
O -7.5 2.0 -4.8
O 0.0 1.3 -0.5
C -2.3 -4.2 0.1
C -0.1 0.4 -2.5
C -0.3 1.5 -1.8
C 0.2 0.0 2.6
C -0.4 -2.2 -1.0
C 1.4 -0.3 -0.1
C -0.9 2.5 1.1
S -0.1 -0.3 -1.3
H 0.6 0.1 -0.5
H -0.2 0.0 -0.4
H -0.1 1.6 -0.7
H -0.1 -0.1 0.1
H -0.3 1.2 0.0
H -0.2 -0.3 0.4
H 0.5 0.7 0.4
H 0.1 -2.2 0.4
H -0.8 -0.9 -0.1
H 0.7 0.3 -0.2
H -0.1 -1.3 -0.4
H 0.3 1.2 0.5
H -0.1 -0.1 0.3
H 0.1 0.0 0.4

- HOMO-LUMO gap: 0.27573 Ha
- SMILES: CSc1ccc2c(c1)N(Sc1cccc([N+](=O)[O-])c1)c1ccccc1S2
- E: -2186.80054 hartree
- Highest occupied orbital energy: -7.963 eV
- E_LUMO: -0.4604 eV

3.
C19H14O2PPtS3Sb as an isolated structure. Source: the Open Molecules 2025 dataset; level of theory: ωB97M-V/def2-TZVPD.

Cartesian coordinates (Å):
Pt  -2.863  -0.523  0.196
S  -4.895  3.549  -1.113
Sb  -5.399  1.362  -1.122
S  -3.326  0.218  -1.865
S  -4.665  0.393  1.099
O  -0.935  -4.434  1.431
C  -0.666  -3.304  1.059
O  -1.251  -2.605  0.151
C  0.516  -2.558  1.641
C  1.432  -3.200  2.459
C  2.573  -2.531  2.875
C  2.805  -1.230  2.444
C  1.876  -0.581  1.644
C  0.704  -1.236  1.264
P  -0.553  -0.435  0.195
C  0.195  -0.583  -1.471
C  -0.342  -1.458  -2.409
C  0.239  -1.571  -3.665
C  1.354  -0.815  -3.995
C  1.894  0.060  -3.060
C  1.316  0.172  -1.805
C  -0.370  1.361  0.567
C  -0.032  1.860  1.821
C  -0.078  3.228  2.074
C  -0.487  4.104  1.083
C  -0.880  3.611  -0.156
C  -0.830  2.252  -0.407
H  1.233  -4.228  2.734
H  3.292  -3.025  3.518
H  3.710  -0.712  2.736
H  2.074  0.429  1.313
H  -1.209  -2.051  -2.155
H  -0.191  -2.252  -4.389
H  1.802  -0.905  -4.976
H  2.760  0.661  -3.310
H  1.737  0.865  -1.086
H  0.249  1.188  2.622
H  0.188  3.601  3.055
H  -0.527  5.168  1.280
H  -1.261  4.277  -0.919
H  -1.190  1.878  -1.358

Force components x, y, z for each atom (eV/Å):
Pt 0.2 -0.7 1.1
S 0.0 0.2 0.0
Sb -0.2 0.0 -0.2
S 0.1 0.1 -0.3
S -0.1 0.1 0.0
O 0.0 -0.1 0.1
C 0.0 0.2 -0.1
O -0.1 -0.3 -0.1
C 0.0 -0.1 0.1
C 0.1 0.0 0.0
C 0.0 0.0 0.0
C 0.0 0.0 0.0
C 0.0 0.0 0.0
C -0.2 0.2 0.2
P 0.1 0.3 -0.8
C 0.0 0.0 0.1
C 0.0 0.0 -0.1
C 0.0 0.0 0.0
C 0.0 0.0 0.0
C 0.0 0.0 0.0
C 0.0 0.0 0.0
C 0.1 0.0 -0.1
C 0.0 0.1 0.0
C 0.0 -0.1 0.0
C 0.0 0.0 0.0
C 0.0 0.0 0.1
C 0.2 0.0 0.0
H 0.0 0.0 0.0
H 0.0 0.0 0.0
H 0.0 0.0 0.0
H 0.0 0.0 0.0
H 0.0 0.0 0.0
H 0.0 0.0 0.0
H 0.0 0.0 0.0
H 0.0 0.0 0.0
H 0.0 0.0 0.0
H 0.0 0.0 0.0
H 0.0 0.0 0.0
H 0.0 0.0 0.0
H 0.0 0.0 0.0
H 0.0 0.0 0.0

- HOMO-LUMO gap (spin up / spin down): 0.20575 / 0.20294 Ha
- Charge: -1
- E: -2778.53411 hartree
- Highest occupied orbital energy (spin up / spin down): -4.428 / -4.440 eV
- Multiplicity: 2
- E_LUMO (spin up / spin down): 1.1703 / 1.0817 eV

4.
C19H15BF4N3O3RuS as an isolated structure. Source: the Open Molecules 2025 dataset; level of theory: ωB97M-V/def2-TZVPD.

Cartesian coordinates (Å):
Ru  -0.035  -0.409  -0.812
O  2.998  3.275  -1.074
C  2.180  4.217  -0.588
C  2.722  5.474  -0.314
C  1.919  6.495  0.145
C  0.555  6.292  0.357
C  0.015  5.046  0.126
C  0.810  3.994  -0.343
C  0.239  2.654  -0.533
O  0.863  1.782  -1.204
N  -0.953  2.433  0.068
N  -1.428  1.232  -0.147
C  -2.559  0.894  0.441
C  -3.307  -0.240  0.097
C  -4.483  -0.514  0.842
C  -5.257  -1.598  0.569
C  -4.905  -2.465  -0.499
C  -3.824  -2.215  -1.283
C  -2.952  -1.108  -1.026
O  -1.959  -0.888  -1.787
H  2.461  2.490  -1.291
H  3.781  5.621  -0.482
H  2.353  7.469  0.332
H  -0.069  7.103  0.709
H  -1.034  4.852  0.296
H  -2.965  1.565  1.199
H  -4.748  0.165  1.644
H  -6.147  -1.792  1.153
H  -5.506  -3.345  -0.688
H  -3.560  -2.867  -2.101
S  2.366  -0.476  -0.454
C  2.664  -2.025  0.220
N  3.121  -3.017  -0.575
C  3.491  -4.230  -0.117
C  3.440  -4.507  1.213
C  2.948  -3.523  2.083
C  2.568  -2.300  1.593
H  3.119  -2.836  -1.569
H  3.815  -4.948  -0.855
H  3.745  -5.474  1.583
H  2.865  -3.734  3.141
H  2.187  -1.521  2.233
F  0.630  -4.345  -0.001
B  -0.325  -3.457  -0.468
F  -0.518  -2.396  0.519
F  0.192  -2.746  -1.607
F  -1.510  -4.074  -0.744

Force components x, y, z for each atom (eV/Å):
Ru -0.3 0.2 -0.6
O 0.2 0.1 0.0
C -0.2 0.1 0.0
C 0.1 0.0 0.0
C 0.0 0.0 0.0
C -0.1 0.0 0.0
C 0.1 0.0 0.0
C 0.1 -0.2 0.0
C 0.4 -0.1 -0.3
O -0.3 0.1 0.2
N -0.7 0.3 0.5
N 0.9 -0.5 -0.2
C -0.8 0.1 0.1
C 0.6 0.1 -0.1
C -0.3 -0.2 0.1
C 0.0 0.3 0.2
C 0.2 0.0 -0.2
C -0.1 -0.1 0.0
C -0.2 0.2 -0.1
O 0.0 -0.3 0.4
H -0.1 -0.1 0.0
H 0.0 0.0 0.0
H 0.0 0.0 0.0
H 0.0 0.0 0.0
H 0.0 0.0 0.0
H 0.1 0.1 -0.1
H 0.0 0.0 0.0
H 0.0 0.0 0.0
H 0.0 0.0 0.0
H 0.1 0.0 0.0
S 0.3 0.0 0.0
C 0.2 0.0 0.2
N -0.1 -0.1 0.3
C 0.1 -0.1 -0.1
C -0.1 0.0 0.2
C 0.0 0.0 -0.2
C 0.0 -0.1 0.0
H 0.0 0.1 -0.1
H 0.0 0.0 -0.1
H 0.0 0.0 -0.1
H 0.0 0.0 0.0
H 0.0 0.0 0.0
F 0.0 0.0 0.0
B 0.1 0.2 0.1
F -0.1 -0.1 -0.1
F 0.0 -0.2 0.0
F -0.1 0.1 -0.1

- HOMO-LUMO gap (spin up / spin down): 0.27022 / 0.21695 Ha
- Energy relative to the best compared isomer or geometry (same formula, charge and spin): 0.960 eV
- E: -2040.58613 hartree
- Highest occupied orbital energy (spin up / spin down): -7.824 / -8.329 eV
- Multiplicity: 6
- E_LUMO (spin up / spin down): -0.4708 / -2.4254 eV

5.
An isolated molecule of C19H15ClFN5O3S. Source: the Open Molecules 2025 dataset; level of theory: ωB97M-V/def2-TZVPD.

Cartesian coordinates (Å):
O  4.998  -3.781  -3.514
C  4.347  -2.762  -3.535
C  3.277  -2.340  -2.450
C  2.679  -1.202  -3.184
C  1.713  -0.309  -2.689
C  1.385  0.765  -3.477
N  0.386  1.658  -3.066
C  -0.325  1.755  -1.842
N  0.130  1.284  -0.750
C  -0.675  1.281  0.255
N  -0.183  0.690  1.340
C  -0.324  1.264  2.670
C  -1.129  0.462  3.707
C  -0.589  0.184  4.993
C  -1.247  -0.564  5.979
C  -2.602  -0.950  5.633
C  -3.219  -0.701  4.368
S  -4.783  -1.570  4.035
O  -5.429  -1.039  2.770
O  -4.310  -3.010  3.853
F  -5.540  -1.423  5.395
C  -2.398  -0.043  3.361
N  -1.888  1.877  0.307
C  -2.355  2.305  -0.857
C  -1.525  2.448  -1.973
Cl  -2.066  3.233  -3.472
C  2.138  1.141  -4.690
C  3.171  0.269  -5.076
C  3.457  -0.853  -4.265
N  4.470  -1.804  -4.493
H  2.564  -3.112  -2.391
H  3.548  -2.002  -1.516
H  1.278  -0.575  -1.778
H  -0.090  2.157  -3.754
H  0.804  0.665  1.140
H  -0.800  2.269  2.689
H  0.647  1.361  3.109
H  0.358  0.666  5.188
H  -0.794  -0.831  6.968
H  -3.172  -1.662  6.341
H  -2.823  0.058  2.350
H  -3.437  2.507  -1.008
H  1.914  1.972  -5.264
H  3.587  0.341  -6.030
H  4.853  -2.078  -5.379

Force components x, y, z for each atom (eV/Å):
O -0.2 -0.1 -0.1
C 1.0 -1.3 2.0
C 0.0 0.0 -4.1
C 0.2 2.2 0.7
C 1.4 -1.2 -2.2
C 0.9 2.0 -0.9
N -0.1 -0.4 2.5
C 1.2 1.3 -5.5
N 1.7 -1.6 -0.4
C -2.9 2.4 0.9
N 1.5 -0.3 2.2
C -1.7 0.3 1.4
C -0.9 -1.3 0.0
C -0.5 0.4 -0.3
C -1.9 0.1 -1.2
C -0.3 -1.5 0.8
C 2.5 0.8 0.9
S 2.9 -3.5 -6.4
O 1.1 -0.7 5.0
O -2.2 4.3 1.6
F -0.2 0.2 -0.6
C -1.6 -0.6 1.0
N -0.1 -1.6 0.1
C -0.2 1.0 -1.4
C -1.8 -0.1 0.9
Cl 0.2 -0.7 1.0
C 0.3 -3.9 2.8
C -1.7 -0.3 1.9
C -0.9 0.8 -1.7
N -0.8 0.3 0.6
H -0.7 -1.3 0.4
H 1.4 0.2 2.1
H -1.0 0.1 1.1
H -0.4 0.7 -1.5
H 0.3 -0.8 0.1
H 0.4 -0.5 -0.6
H 0.7 0.2 0.0
H 0.3 -0.3 0.2
H -0.6 0.4 -1.2
H 1.0 1.5 -1.0
H 0.4 0.2 0.5
H 0.8 0.3 0.7
H -0.7 1.5 -0.9
H 1.1 0.5 -1.2
H 0.1 0.2 -0.2

- HOMO-LUMO gap: 0.29321 Ha
- SMILES: O=C1Cc2cc(Nc3nc(NCc4cccc(S(=O)(=O)F)c4)ncc3Cl)ccc2N1
- E: -2190.72002 hartree
- Highest occupied orbital energy: -7.880 eV
- E_LUMO: 0.0988 eV

> Which of these has the lowest E?

C19H14ILuN4O2Se2Te2

> E of number 2 (C19H14N2O2S3)?

-2186.80054 hartree

> Which formula does entry 5 have?

C19H15ClFN5O3S